C3H2F3I3O as an isolated structure. Source: the Open Molecules 2025 dataset; level of theory: wB97M-V/def2-TZVPD.

Each line ends with the Mulliken charge.
Cartesian coordinates (Å):
1 C 0.690 -0.489 -1.060  -0.059
2 C 0.211 0.409 0.164  0.437
3 C -1.310 0.163 0.611  -0.762
4 O 1.000 0.255 1.203  -0.442
5 F 0.553 -1.821 -0.978  -0.231
6 F 2.085 -0.331 -0.930  -0.326
7 F 0.402 1.730 -0.298  -0.280
8 I -1.719 1.867 1.916  0.223
9 I -2.430 0.374 -1.171  0.233
10 I -1.624 -1.710 1.570  0.257
11 H 0.373 -0.121 -1.953  0.540
12 H 1.768 -0.325 0.927  0.409

- Orbital gap: 8.53 eV
- Charge: 0

A 2-piece molecular cluster, C3H2F3O2 overall. Source: the Open Molecules 2025 dataset; level of theory: wB97M-V/def2-TZVPD.

Each line ends with the Mulliken charge.
Cartesian coordinates (Å):
1 C -0.187 0.206 0.253  -0.224
2 C -0.406 -1.895 1.589  0.560
3 C 0.535 -3.027 -0.703  0.578
4 O -0.787 -2.579 2.442  -0.158
5 O -0.502 -0.825 0.950  -0.091
6 F -0.253 -3.971 -1.092  -0.103
7 F 0.512 -1.809 -1.338  -0.172
8 F 1.715 -3.397 -0.424  -0.112
9 H 0.825 0.498 0.224  0.362
10 H -0.867 0.644 -0.354  0.359

- Orbital gap (alpha / beta): 7.61 / 7.76 eV
- Charge: +1